Entry 1:
# C38H41NO4P3S2TcTe

A molecular structure, C38H41NO4P3S2TcTe (ωB97M-V/def2-TZVPD, the Open Molecules 2025 dataset).

XYZ file:
```
91
Properties=species:S:1:pos:R:3:mulliken_spin:R:1
Tc -0.5034 -0.6565 -1.0089 3.049
Te 3.4344 1.9398 1.7308 0.001
C 3.4520 0.2385 2.9943 0.000
C 3.0870 0.3368 4.3259 0.000
C 3.0572 -0.8216 5.0938 0.000
N 3.3579 -2.0284 4.6236 0.000
C 3.7293 -2.1063 3.3463 0.000
C 3.7987 -1.0111 2.4991 0.000
C 2.1587 1.0726 0.3249 0.023
P 2.6514 0.3473 -1.0964 -0.025
C 1.6753 -1.1156 -1.4444 -0.080
C 1.3576 -1.5502 -2.7638 -0.178
C 1.1440 -2.8944 -3.0317 0.115
C 1.1493 -3.8452 -2.0162 -0.033
C 1.2920 -3.4276 -0.7088 0.083
C 1.5133 -2.0783 -0.4085 0.039
C 4.3809 -0.0518 -1.2384 0.000
C 4.7921 -1.3835 -1.2171 0.000
C 6.1445 -1.6850 -1.2828 0.000
C 7.0783 -0.6645 -1.3742 0.000
C 6.6688 0.6624 -1.4100 0.000
C 5.3214 0.9739 -1.3445 0.000
P 0.4077 1.0437 0.5350 0.019
C 0.0388 0.6486 2.2712 -0.138
C -0.1113 -0.6880 2.6406 0.024
C -0.3175 -1.0362 3.9671 0.020
C -0.3920 -0.0445 4.9345 0.001
C -0.2524 1.2896 4.5749 0.000
C -0.0275 1.6369 3.2520 -0.005
C -0.2311 2.7322 0.3281 0.004
C 0.5504 3.7200 -0.2603 0.007
C 0.0353 4.9915 -0.4715 -0.001
C -1.2676 5.2823 -0.0953 0.003
C -2.0525 4.3026 0.4995 -0.003
C -1.5379 3.0332 0.7112 0.004
H 2.7997 1.2833 4.7651 0.000
H 2.7622 -0.7752 6.1364 0.000
H 3.9964 -3.0940 2.9844 0.000
H 4.1292 -1.1358 1.4750 0.001
H 1.4045 -0.8506 -3.5870 0.008
H 0.9608 -3.1979 -4.0541 0.004
H 0.9997 -4.8916 -2.2423 -0.003
H 1.2381 -4.1424 0.1026 0.005
H 1.7584 -1.7883 0.6075 0.001
H 4.0659 -2.1836 -1.1562 0.007
H 6.4657 -2.7179 -1.2683 0.000
H 8.1323 -0.9034 -1.4261 0.000
H 7.4001 1.4554 -1.4875 0.000
H 5.0016 2.0069 -1.3759 0.000
H -0.0819 -1.4648 1.8833 0.003
H -0.4241 -2.0774 4.2428 0.001
H -0.5565 -0.3125 5.9702 0.000
H -0.3117 2.0632 5.3297 0.000
H 0.0909 2.6781 2.9806 0.000
H 1.5740 3.4950 -0.5396 0.001
H 0.6539 5.7578 -0.9209 0.000
H -1.6701 6.2734 -0.2575 0.000
H -3.0664 4.5296 0.8015 0.000
H -2.1502 2.2744 1.1840 0.000
C -3.4233 -1.8134 1.6908 -0.030
C -4.7198 -1.5888 0.9430 -0.004
C -5.3413 -0.2359 1.2159 0.005
O -4.5965 -1.7670 -0.5087 -0.005
P -3.4200 -1.4105 -1.4895 0.018
S -1.8322 -2.6429 -1.4412 0.017
S -2.6194 0.4228 -1.1479 0.026
O -4.0875 -1.5734 -2.8924 0.010
C -5.3760 -1.0541 -3.3761 0.003
C -6.4775 -2.0263 -3.0162 0.000
C -5.6295 0.3609 -2.9007 0.001
H -3.6377 -1.7955 2.7602 0.000
H -2.7021 -1.0221 1.4819 0.020
H -2.9807 -2.7776 1.4434 -0.003
H -5.4256 -2.3752 1.2094 0.001
H -4.6555 0.5659 0.9381 -0.001
H -5.5676 -0.1475 2.2790 0.000
H -6.2707 -0.1187 0.6585 0.000
H -5.2253 -1.0511 -4.4545 0.000
H -6.6666 -2.0206 -1.9437 0.000
H -6.2088 -3.0363 -3.3230 0.000
H -7.3935 -1.7412 -3.5344 0.000
H -5.7715 0.3983 -1.8191 0.001
H -6.5419 0.7263 -3.3731 0.000
H -4.8118 1.0250 -3.1773 0.001
C 1.5663 2.9829 -3.8108 0.004
C 1.3538 1.8148 -2.9080 -0.013
O 2.5272 1.2879 -2.4663 0.007
O 0.2838 1.3516 -2.6037 -0.015
H 2.2743 2.7230 -4.5970 0.000
H 2.0040 3.7968 -3.2307 0.000
H 0.6176 3.2970 -4.2335 0.000
```

Results
Energy = -3997.55106 a.u.
Total charge = +1
HOMO energy (alpha / beta) = -10.17 / -10.16 eV
Strongest force on any atom = 0.3 eV/A
Spin multiplicity = 4
Gap between HOMO and LUMO (alpha / beta) = 7.6 / 6.9 eV

***

Entry 2:
# C38H42BF2GeOPtS3Si

A molecular structure, C38H42BF2GeOPtS3Si (ωB97M-V/def2-TZVPD, the Open Molecules 2025 dataset).

XYZ file:
```
90
Properties=species:S:1:pos:R:3:mulliken_spin:R:1
Pt -0.0902 -0.5691 0.3379 0.674
C -3.7245 0.6028 3.0541 -0.011
C -2.5774 0.5957 2.0727 0.000
S -2.0530 -0.9818 1.5708 0.317
C -2.0517 1.7314 1.5695 0.009
C -2.4657 3.1133 1.9937 -0.003
S -0.8888 1.6782 0.2720 0.019
H -4.0034 -0.4134 3.3252 -0.008
H -4.5996 1.0930 2.6199 0.003
H -3.4530 1.1328 3.9695 0.003
H -3.4037 3.1023 2.5478 0.000
H -2.5831 3.7742 1.1324 0.001
H -1.6960 3.5523 2.6316 0.003
C 4.8783 1.6155 -2.3262 0.001
C 3.7005 1.3689 -3.2505 0.001
S 2.5337 0.1200 -2.6701 -0.001
O 2.2013 0.5188 -1.2568 -0.013
C 3.6249 -1.3465 -2.6572 0.000
C 4.2578 -1.6479 -1.3122 0.002
H 5.4212 2.5058 -2.6445 0.000
H 5.5769 0.7795 -2.3317 0.000
H 4.5286 1.7714 -1.3057 -0.001
H 4.0000 1.0675 -4.2576 0.001
H 3.0749 2.2597 -3.3416 0.000
H 4.3623 -1.1936 -3.4481 0.000
H 2.9748 -2.1685 -2.9565 0.001
H 4.9927 -0.9010 -1.0179 0.000
H 4.7466 -2.6220 -1.3543 0.000
H 3.4932 -1.6825 -0.5435 -0.005
F 0.0019 -3.6154 0.5378 -0.003
B 0.3463 -2.5063 -0.1210 -0.024
F 0.9759 -2.7579 -1.2906 0.010
C -6.6291 1.3352 0.2959 0.000
C -6.2970 0.0715 -0.1694 -0.003
C -5.0235 -0.1756 -0.6645 0.004
C -4.0689 0.8393 -0.7107 -0.002
C -4.4133 2.1028 -0.2307 -0.004
C -5.6848 2.3520 0.2660 0.001
Ge -2.3048 0.4280 -1.4191 0.013
C -2.3544 -1.3631 -2.2266 0.001
C -2.4653 -1.4121 -3.6164 -0.004
C -2.6298 -2.6251 -4.2722 0.000
C -2.6865 -3.8072 -3.5492 0.000
C -2.5940 -3.7694 -2.1655 0.000
C -2.4327 -2.5565 -1.5110 -0.009
C -1.7513 1.6340 -2.8562 -0.016
C -2.4041 2.8428 -3.0972 0.001
C -1.9586 3.7046 -4.0908 0.000
C -0.8481 3.3739 -4.8555 0.001
C -0.1930 2.1721 -4.6282 0.004
C -0.6508 1.3082 -3.6433 0.014
H -7.6203 1.5269 0.6875 0.000
H -7.0273 -0.7274 -0.1425 0.000
H -4.7732 -1.1717 -1.0095 0.001
H -3.6787 2.8996 -0.2241 -0.001
H -5.9343 3.3385 0.6365 0.000
H -2.4239 -0.5017 -4.2029 0.000
H -2.7091 -2.6408 -5.3519 0.000
H -2.8023 -4.7538 -4.0614 0.000
H -2.6420 -4.6840 -1.5884 0.000
H -2.3833 -2.5496 -0.4317 0.003
H -3.2741 3.1219 -2.5176 0.000
H -2.4810 4.6366 -4.2668 0.000
H -0.5003 4.0470 -5.6289 0.000
H 0.6711 1.8995 -5.2226 0.000
H -0.1345 0.3683 -3.4854 0.006
C 2.0741 -4.1885 4.8159 0.002
C 0.8156 -3.8014 4.3757 -0.001
C 0.6870 -2.7736 3.4527 -0.003
C 1.8110 -2.1090 2.9584 0.006
C 3.0704 -2.5198 3.4038 0.004
C 3.2036 -3.5482 4.3270 0.000
Si 1.7150 -0.6255 1.8234 -0.046
C 1.3794 0.8930 2.8735 -0.006
C 1.9359 2.1292 2.5371 0.012
C 1.6764 3.2603 3.2972 -0.001
C 0.8462 3.1742 4.4084 0.004
C 0.2693 1.9580 4.7461 -0.001
C 0.5310 0.8291 3.9807 -0.002
H 2.1748 -4.9941 5.5323 0.000
H -0.0679 -4.3064 4.7462 0.000
H -0.3013 -2.4953 3.1007 0.002
H 3.9609 -2.0264 3.0288 -0.002
H 4.1878 -3.8513 4.6618 0.000
H 3.0467 -0.4519 1.2139 0.041
H 2.5811 2.2051 1.6676 0.001
H 2.1259 4.2084 3.0287 0.000
H 0.6468 4.0550 5.0066 0.000
H -0.3815 1.8873 5.6095 0.000
H 0.0826 -0.1177 4.2620 0.000
```

Results
Energy = -5453.47627 a.u.
Total charge = 0
HOMO energy (alpha / beta) = -6.79 / -7.53 eV
Strongest force on any atom = 0.6 eV/A
Spin multiplicity = 2
Gap between HOMO and LUMO (alpha / beta) = 6.4 / 6.9 eV

***

Which formula does entry 1 have? C38H41NO4P3S2TcTe